The following is a DFT calculation (the ωB97M-V functional and the def2-TZVPD basis) of 8 unconnected molecules or ions with the total composition C41H71NO16P2 at a distorted geometry.

```
131
Properties=species:S:1:pos:R:3:lowdin_charge:R:1
C 6.003 -0.732 3.047 -0.140
C 6.857 0.196 1.999 -0.245
C 6.944 1.788 2.425 -0.220
C 5.492 2.453 2.833 -0.215
C 5.634 4.010 3.378 -0.226
C 4.432 5.002 2.842 -0.220
C 3.046 4.908 3.774 -0.207
C 1.698 4.814 2.824 -0.235
C 0.304 5.234 3.577 -0.222
C -0.377 4.001 4.466 -0.268
C -1.773 3.421 3.822 -0.443
P -1.614 1.656 3.062 0.690
C -2.326 0.403 4.351 -0.405
C -1.660 -1.094 4.257 -0.178
O -1.830 -1.892 5.347 -0.131
P -2.899 1.732 1.261 0.623
N -4.488 2.458 1.712 -0.262
O -3.297 0.134 0.693 -0.397
H 5.890 -1.801 2.534 0.053
H 4.933 -0.321 3.298 0.069
H 6.609 -0.908 4.040 0.075
H 7.967 -0.241 1.996 0.118
H 6.389 0.075 0.927 0.107
H 7.300 2.367 1.444 0.114
H 7.735 1.933 3.307 0.108
H 4.755 2.495 1.907 0.120
H 5.055 1.828 3.726 0.094
H 6.676 4.398 2.948 0.114
H 5.641 4.055 4.549 0.098
H 4.878 6.107 2.899 0.111
H 4.169 4.764 1.724 0.103
H 3.116 4.074 4.594 0.106
H 2.989 5.965 4.322 0.110
H 1.595 3.774 2.276 0.121
H 1.866 5.613 1.955 0.114
H 0.395 6.202 4.264 0.114
H -0.476 5.496 2.713 0.105
H 0.415 3.178 4.746 0.104
H -0.682 4.512 5.500 0.106
H -2.305 4.194 3.095 0.079
H -2.528 3.298 4.739 0.086
H -3.513 0.327 4.315 0.103
H -2.076 0.815 5.435 0.092
H -1.068 -1.517 3.322 0.132
H -4.497 3.491 1.489 0.033
H -5.191 2.040 1.045 0.017
H -4.105 0.279 0.092 0.051
O -4.207 2.415 -0.892 -0.041
C -4.442 2.112 -2.050 -0.432
C -3.509 2.312 -3.206 -0.070
C -4.430 2.144 -4.388 -0.168
C -5.477 1.199 -3.859 -0.190
O -5.587 1.499 -2.469 0.031
H -2.736 1.540 -3.180 0.143
H -3.062 3.309 -3.185 0.134
H -3.927 1.771 -5.285 0.114
H -4.891 3.108 -4.635 0.128
H -5.182 0.149 -3.967 0.136
H -6.444 1.347 -4.347 0.112
O 5.368 -2.700 0.342 0.092
C 6.122 -3.592 0.695 -0.459
C 6.259 -4.928 0.029 -0.087
C 6.992 -5.729 1.075 -0.164
C 7.792 -4.676 1.796 -0.162
O 6.997 -3.492 1.738 -0.001
H 6.850 -4.813 -0.884 0.135
H 5.281 -5.359 -0.194 0.130
H 7.610 -6.529 0.659 0.123
H 6.269 -6.182 1.764 0.125
H 8.752 -4.476 1.308 0.139
H 7.975 -4.946 2.840 0.087
O -5.628 0.531 -6.258 0.056
C -6.635 0.089 -6.786 -0.426
C -7.477 0.813 -7.794 -0.071
C -8.744 -0.003 -7.792 -0.159
C -8.250 -1.379 -7.429 -0.152
O -7.132 -1.164 -6.569 0.044
H -6.975 0.784 -8.765 0.133
H -7.663 1.844 -7.484 0.130
H -9.283 0.024 -8.742 0.129
H -9.418 0.367 -7.010 0.066
H -7.914 -1.944 -8.304 0.097
H -9.013 -1.961 -6.903 0.136
O 9.560 0.432 5.305 0.100
C 8.838 0.942 6.145 -0.462
C 8.819 0.593 7.602 -0.088
C 7.522 1.211 8.059 -0.168
C 7.361 2.375 7.117 -0.170
O 7.955 1.952 5.890 0.008
H 9.683 1.052 8.091 0.137
H 8.821 -0.490 7.749 0.123
H 7.524 1.507 9.112 0.120
H 6.702 0.498 7.910 0.125
H 7.886 3.270 7.468 0.130
H 6.309 2.624 6.950 0.126
O -11.180 0.412 -6.255 0.095
C -10.892 0.914 -5.181 -0.439
C -11.871 1.479 -4.197 -0.080
C -10.977 2.286 -3.290 -0.164
C -9.669 1.542 -3.368 -0.162
O -9.622 1.000 -4.687 0.019
H -12.356 0.657 -3.663 0.139
H -12.612 2.109 -4.694 0.134
H -11.358 2.380 -2.270 0.123
H -10.854 3.296 -3.699 0.125
H -9.616 0.718 -2.650 0.136
H -8.813 2.205 -3.211 0.127
O -9.024 -3.448 -9.704 0.102
C -8.218 -3.503 -10.618 -0.451
C -8.301 -4.426 -11.796 -0.085
C -6.905 -4.346 -12.360 -0.169
C -6.471 -2.957 -11.971 -0.168
O -7.126 -2.691 -10.731 0.020
H -9.047 -4.043 -12.499 0.138
H -8.550 -5.443 -11.483 0.133
H -6.858 -4.526 -13.437 0.121
H -6.266 -5.087 -11.864 0.125
H -6.785 -2.204 -12.700 0.130
H -5.387 -2.891 -11.837 0.130
O 8.789 -6.447 3.829 0.086
C 8.865 -5.985 4.956 -0.444
C 8.404 -6.668 6.208 -0.082
C 8.371 -5.529 7.196 -0.168
C 9.443 -4.608 6.673 -0.164
O 9.427 -4.777 5.257 0.040
H 9.136 -7.430 6.490 0.138
H 7.415 -7.111 6.074 0.134
H 8.539 -5.842 8.230 0.121
H 7.396 -5.029 7.148 0.125
H 10.437 -4.874 7.046 0.131
H 9.238 -3.562 6.922 0.125
```

Calculated values
E	-96489.78355	eV
strongest force on any atom	8.42	eV/Å
total charge	0
SMILES	CCCCCCCCCCCP(CC=O)#P(N)O.O=C1CCCO1.O=C1CCCO1.O=C1CCCO1.O=C1CCCO1.O=C1CCCO1.O=C1CCCO1.O=C1CCCO1

The following is a DFT calculation (the ωB97M-V functional and the def2-TZVPD basis) of 10 unconnected molecules or ions with the total composition C41H73N9O4S.

```
128
Properties=species:S:1:pos:R:3:lowdin_charge:R:1
O 2.330 -4.598 -2.112 0.133
C 2.398 -3.465 -2.483 -0.680
O 3.547 -2.957 -3.078 -0.435
S 3.626 -3.247 -4.726 0.887
O 1.429 -2.588 -2.304 0.030
C 1.576 -1.185 -2.687 -0.180
C 0.255 -0.518 -2.361 -0.184
C -0.854 -0.835 -3.382 -0.145
C -1.581 -2.173 -3.151 -0.255
O -2.967 -1.900 -2.908 -0.074
H 3.472 -1.974 -5.129 -0.115
H 1.797 -1.126 -3.758 0.104
H 2.406 -0.751 -2.119 0.078
H -0.057 -0.907 -1.382 0.085
H 0.413 0.560 -2.257 0.092
H -1.628 -0.057 -3.337 0.117
H -0.422 -0.815 -4.394 0.111
H -1.139 -2.708 -2.296 0.096
H -1.486 -2.829 -4.032 0.108
H -3.340 -2.605 -2.365 0.077
C 1.963 5.357 -2.774 -0.111
C 2.124 4.991 -4.244 -0.261
C 1.430 3.657 -4.541 -0.207
C 2.018 2.582 -3.735 -0.192
N 2.463 1.741 -3.085 0.196
H 2.417 4.606 -2.127 0.031
H 2.438 6.310 -2.541 0.075
H 0.906 5.435 -2.512 0.080
H 3.182 4.908 -4.501 0.111
H 1.685 5.756 -4.885 0.087
H 1.504 3.372 -5.591 0.108
H 0.370 3.726 -4.291 0.103
C -1.571 -7.121 -3.734 -0.102
C -1.249 -5.754 -3.147 -0.260
C -0.999 -5.799 -1.633 -0.184
C -2.180 -6.282 -0.909 -0.246
N -3.135 -6.624 -0.362 0.151
H -2.486 -7.532 -3.305 0.072
H -1.709 -7.054 -4.813 0.073
H -0.762 -7.829 -3.543 0.079
H -2.066 -5.059 -3.352 0.099
H -0.354 -5.343 -3.619 0.107
H -0.744 -4.806 -1.256 0.092
H -0.160 -6.458 -1.402 0.124
C 2.747 0.203 0.017 -0.104
C 2.108 0.722 1.298 -0.245
C 1.357 2.038 1.086 -0.194
C 2.242 3.118 0.636 -0.221
N 2.942 3.968 0.293 0.148
H 3.492 0.899 -0.371 0.078
H 3.239 -0.755 0.188 0.083
H 1.989 0.064 -0.757 0.020
H 2.867 0.860 2.072 0.112
H 1.388 -0.003 1.681 0.082
H 0.874 2.357 2.009 0.087
H 0.573 1.903 0.337 0.111
C -2.632 1.999 6.553 -0.105
C -1.904 3.168 5.904 -0.252
C -2.057 3.189 4.380 -0.176
C -1.497 1.987 3.759 -0.208
N -1.047 1.044 3.272 0.172
H -2.222 1.045 6.218 0.069
H -2.529 2.044 7.637 0.060
H -3.698 2.019 6.317 0.068
H -0.844 3.138 6.163 0.110
H -2.298 4.106 6.297 0.079
H -1.548 4.053 3.948 0.119
H -3.111 3.253 4.102 0.124
C 7.605 -7.992 -5.451 -0.111
C 6.800 -7.173 -4.451 -0.259
C 5.743 -6.286 -5.120 -0.204
C 6.345 -5.314 -6.035 -0.262
N 6.851 -4.564 -6.748 0.147
H 8.160 -7.346 -6.133 0.071
H 8.322 -8.631 -4.937 0.071
H 6.953 -8.632 -6.049 0.076
H 7.467 -6.543 -3.860 0.113
H 6.286 -7.835 -3.752 0.108
H 5.172 -5.736 -4.370 0.086
H 5.038 -6.897 -5.689 0.123
C -4.972 7.814 6.523 -0.109
C -4.555 7.427 7.936 -0.259
C -3.905 6.040 8.003 -0.194
C -4.821 4.986 7.556 -0.240
N -5.569 4.179 7.210 0.155
H -5.722 7.126 6.131 0.071
H -5.399 8.817 6.508 0.072
H -4.116 7.805 5.845 0.077
H -5.421 7.447 8.600 0.112
H -3.838 8.151 8.325 0.108
H -3.595 5.804 9.022 0.121
H -3.013 6.010 7.374 0.106
C -1.246 -0.146 10.000 -0.109
C 0.130 -0.513 9.461 -0.259
C 1.228 0.422 9.981 -0.191
C 0.974 1.809 9.581 -0.239
N 0.778 2.896 9.254 0.142
H -1.514 0.868 9.701 0.056
H -2.008 -0.821 9.611 0.075
H -1.279 -0.200 11.090 0.078
H 0.124 -0.470 8.370 0.109
H 0.384 -1.538 9.737 0.108
H 2.206 0.134 9.593 0.117
H 1.280 0.386 11.071 0.120
C -3.129 -3.296 2.465 -0.098
C -1.982 -3.715 1.554 -0.271
C -0.785 -2.763 1.623 -0.177
C -1.135 -1.423 1.151 -0.247
N -1.403 -0.415 0.661 0.170
H -3.521 -2.318 2.181 0.074
H -3.946 -4.015 2.404 0.074
H -2.804 -3.241 3.506 0.077
H -2.338 -3.777 0.524 0.089
H -1.640 -4.715 1.828 0.108
H 0.031 -3.118 0.989 0.113
H -0.403 -2.695 2.644 0.121
C -0.693 3.225 -9.331 -0.107
C -2.096 3.361 -8.755 -0.260
C -2.373 4.759 -8.188 -0.187
C -1.460 5.096 -7.094 -0.208
N -0.749 5.352 -6.224 0.175
H 0.066 3.380 -8.562 0.065
H -0.543 2.231 -9.751 0.073
H -0.520 3.955 -10.124 0.078
H -2.251 2.621 -7.967 0.112
H -2.838 3.161 -9.529 0.108
H -3.392 4.828 -7.804 0.119
H -2.261 5.517 -8.965 0.122
```

Calculated values
E	-76134.87321	eV
strongest force on any atom	0.74	eV/Å
total charge	0
SMILES	O=C(OS)OCCCCO.CCCC#N.CCCC#N.CCCC#N.CCCC#N.CCCC#N.CCCC#N.CCCC#N.CCCC#N.CCCC#N
relative energy (zero: lowest compared OMol25 entry of this formula, charge and spin)	0.00	kcal per mole

Values for HOMO energy, Eh, ordered as above
-0.256; -0.362